No. 1
{
  "formula": "C24H41KN3O8S",
  "method": "ωB97M-V/def2-TZVPD",
  "total_energy_ha": -2703.22212,
  "orbital_gap_ha": 0.3344,
  "lumo_energy_ev": -1.82,
  "fmax_ha_per_bohr": 0.032,
  "de_lowest_kj_mol": 68.36,
  "total_charge": 1,
  "homo_ev": -10.91,
  "elements": ["K", "S", "O", "O", "O", "O", "O", "O", "O", "O", "N", "N", "N", "C", "C", "C", "C", "C", "C", "C", "C", "C", "C", "C", "C", "C", "C", "C", "C", "C", "C", "C", "C", "C", "C", "C", "C", "H", "H", "H", "H", "H", "H", "H", "H", "H", "H", "H", "H", "H", "H", "H", "H", "H", "H", "H", "H", "H", "H", "H", "H", "H", "H", "H", "H", "H", "H", "H", "H", "H", "H", "H", "H", "H", "H", "H", "H", "H"],
  "positions_angstrom": [[0.7099, -1.2182, 0.4674], [-1.7095, -1.2123, -1.7258], [3.3598, -0.5791, 0.8477], [0.4659, 0.5315, -1.7957], [1.8118, -2.8151, 2.4142], [2.1280, -1.8621, -1.3901], [1.0057, 0.8739, 1.7185], [-1.3115, -1.6704, -0.3730], [-0.5171, -1.2946, 2.7051], [0.6063, -3.8289, -0.0499], [-0.7916, 4.4159, 0.2992], [-0.2758, 2.2735, -0.4427], [0.0373, 3.9935, -1.8746], [-0.1997, -0.2046, 3.5453], [-0.4453, -2.5725, 3.3044], [4.1058, -0.9384, -0.3035], [3.2713, 0.8149, 1.0769], [0.9926, -3.0321, 3.5517], [-4.2393, 2.5427, -1.0375], [1.0441, -3.9557, -1.3869], [-0.0405, 1.0172, 2.6527], [-2.7085, 0.2611, -1.4714], [-3.6761, 2.2943, -2.2861], [1.2117, -4.6743, 0.9105], [2.2779, -3.9693, 1.7437], [-0.3610, 3.5772, -0.6574], [0.2730, 5.3405, -2.3416], [2.3107, 1.0491, 2.2253], [-4.0288, 1.6193, -0.0142], [-3.1689, -2.2336, -2.1359], [-5.0889, 3.7622, -0.8006], [0.2408, 1.7147, -1.5656], [2.3439, -3.2228, -1.6905], [0.5190, 2.8356, -2.5864], [-3.2568, 0.4897, -0.2229], [-2.9193, 1.1528, -2.5088], [3.2404, -1.0061, -1.5608], [-6.1391, 3.5244, -0.9823], [-4.4769, 1.7923, 0.9588], [3.8570, -1.3198, -2.4108], [2.5813, -3.3515, -2.7540], [-2.8222, -3.2640, -2.2084], [2.8197, -0.0240, -1.7821], [-0.0308, 2.6591, -3.5131], [-0.1656, 6.0663, -1.6608], [2.5395, 0.3302, 3.0204], [-3.0662, -0.2239, 0.5715], [2.4382, 2.0655, 2.6180], [0.4110, -5.0160, 1.5726], [3.0846, -3.6153, 1.0999], [-1.0780, 5.3524, 0.0796], [-5.0094, 4.1071, 0.2307], [2.6956, -4.6921, 2.4557], [1.5843, 2.9141, -2.8194], [0.9833, -4.0858, 3.8473], [4.9303, -0.2346, -0.4667], [1.4333, -2.4667, 4.3772], [3.1734, -3.6417, -1.1069], [-3.8921, -2.1328, -1.3295], [1.3445, 5.5451, -2.4117], [2.8830, 1.3381, 0.1935], [-3.5870, -1.9061, -3.0870], [-0.9325, -3.2433, 2.5950], [-0.1735, 5.4779, -3.3266], [-2.4871, 0.9594, -3.4855], [-4.8141, 4.5773, -1.4698], [0.2591, -3.4972, -1.9910], [0.1006, 1.9118, 3.2728], [-1.0030, -0.0219, 4.2705], [-0.9417, 1.1297, 2.0459], [-0.9907, -2.5969, 4.2558], [4.5379, -1.9194, -0.0938], [4.2596, 1.2188, 1.3264], [-3.8380, 2.9946, -3.0977], [1.6591, -5.5566, 0.4386], [0.7246, -0.3850, 4.1043], [1.1482, -5.0087, -1.6718], [-1.2172, 3.9697, 1.0935]],
  "mulliken_charge": [1.62, 0.39, -0.21, -0.63, -0.29, -0.21, 0.28, -0.57, -0.04, -0.15, -0.42, 0.67, 0.08, -0.56, -0.69, -0.83, -0.49, -0.71, 1.02, -0.75, -0.80, 0.09, -0.76, -0.63, -0.53, 0.10, -0.98, -0.75, -0.84, -1.21, -1.73, -0.31, -0.68, -0.64, -0.34, -0.57, -0.49, 0.35, 0.39, 0.50, 0.50, 0.41, 0.05, 0.31, 0.34, 0.25, 0.50, 0.41, 0.32, 0.09, 0.18, 0.39, 0.50, 0.33, 0.50, 0.51, 0.39, 0.38, 0.35, 0.32, 0.12, 0.42, 0.25, 0.30, 0.53, 0.39, 0.08, 0.53, 0.45, -0.11, 0.44, 0.35, 0.51, 0.40, 0.51, 0.32, 0.58, 0.21]
}

***

No. 2
{
  "formula": "C24H42AsCrN9O3",
  "method": "ωB97M-V/def2-TZVPD",
  "total_energy_ha": -4938.42052,
  "orbital_gap_ha": [0.2887, 0.2822],
  "lumo_energy_ev": [-2.37, -2.37],
  "fmax_ha_per_bohr": 0.011,
  "multiplicity": 4,
  "de_lowest_kj_mol": 4.99,
  "total_charge": 1,
  "homo_ev": [-10.23, -10.05],
  "elements": ["As", "Cr", "O", "O", "O", "N", "N", "N", "N", "N", "N", "N", "N", "N", "C", "C", "C", "C", "C", "C", "C", "C", "C", "C", "C", "C", "C", "C", "C", "C", "C", "C", "C", "C", "C", "C", "C", "C", "H", "H", "H", "H", "H", "H", "H", "H", "H", "H", "H", "H", "H", "H", "H", "H", "H", "H", "H", "H", "H", "H", "H", "H", "H", "H", "H", "H", "H", "H", "H", "H", "H", "H", "H", "H", "H", "H", "H", "H", "H", "H"],
  "positions_angstrom": [[-2.7970, -2.0024, 0.8286], [-0.7197, -0.5761, 0.4705], [1.0378, 0.4853, 0.1022], [-1.0828, -0.6327, -1.5302], [-1.5125, -2.0804, -3.1713], [-0.8097, 0.8561, -3.8334], [0.5867, -2.2502, -0.2654], [1.9301, 2.4803, -0.4701], [0.8506, -0.6290, -4.5015], [0.0383, -2.3452, 4.3589], [-0.3829, -0.9992, 2.3747], [0.0490, -4.8271, 4.3528], [2.7078, 1.3293, 1.3961], [-0.7935, -0.0035, -5.9761], [-0.2117, 3.7920, 2.9212], [-1.5585, 2.3360, 4.2572], [2.7481, 0.1508, 2.2470], [-0.9226, -1.7631, -2.1507], [-0.5736, 3.0778, 1.7863], [-3.9488, -1.5200, 2.3059], [1.1775, -3.0537, -2.5913], [-2.4094, -3.8553, 1.2614], [1.0301, 2.6035, -1.6000], [-0.1895, -1.6840, 3.3089], [-0.6937, 3.4198, 4.1660], [3.7304, 2.3372, 1.6555], [0.0909, -2.7479, -1.5547], [2.8700, 3.5811, -0.2820], [2.1877, -1.9360, -2.8529], [1.6598, -0.5706, -3.2852], [-1.4287, 1.9772, 1.8599], [-1.7911, 1.1970, 0.6458], [3.2663, 3.6920, 1.1733], [-1.9204, 1.6324, 3.1219], [-4.0834, -2.1749, -0.6123], [0.0453, -3.6713, 4.3405], [-0.2631, 0.0477, -4.7465], [1.8650, 1.4060, 0.3526], [0.4620, 3.5334, -1.5243], [4.6684, 2.0503, 1.1667], [1.8765, -0.4649, 2.0707], [1.5915, 2.6227, -2.5380], [-0.4162, 3.9757, 5.0515], [-3.3398, -4.4172, 1.3325], [-1.7831, -4.3036, 0.4912], [0.3353, 1.7710, -1.6041], [-1.5414, 1.7401, -0.2690], [-3.3803, -1.5518, 3.2337], [-4.3480, -0.5183, 2.1592], [0.8568, -3.0064, 0.3540], [2.9060, -2.2948, -3.5954], [-4.5228, -1.1983, -0.8115], [0.4300, 4.6609, 2.8321], [-2.8606, 0.9699, 0.6194], [3.7495, 3.4332, -0.9180], [-3.6017, -2.5280, -1.5222], [-2.5933, 0.7900, 3.2140], [0.6638, -3.3356, -3.5119], [3.6585, -0.4255, 2.0605], [-4.7691, -2.2348, 2.3580], [2.5130, 0.0859, -3.4694], [1.7404, -3.9297, -2.2622], [-0.7947, 0.5518, -2.8543], [2.3768, 4.4947, -0.6167], [-0.3932, -0.5947, -6.6835], [1.3952, -1.6453, -0.3815], [2.7855, -1.7485, -1.9552], [4.0592, 4.4289, 1.2934], [1.1804, -1.2389, -5.2330], [-0.4596, -3.6737, -1.3768], [-0.2170, 3.4033, 0.8152], [3.9126, 2.3473, 2.7296], [2.4085, 4.0131, 1.7660], [-1.6880, 1.2789, -4.0905], [-1.9554, 2.0407, 5.2201], [-1.8841, -3.9146, 2.2140], [2.7408, 0.4628, 3.2912], [-4.8652, -2.8704, -0.3105], [1.0706, -0.1205, -2.4911], [-1.7468, 0.2822, -6.1180]],
  "lowdin_spin": [-0.03, 3.05, 0.02, 0.02, 0.00, 0.00, 0.01, 0.00, 0.00, 0.03, 0.00, 0.01, 0.00, 0.00, 0.00, 0.00, 0.00, 0.00, -0.01, 0.00, 0.00, -0.01, 0.00, 0.03, -0.01, 0.00, 0.00, 0.00, 0.00, 0.00, 0.00, -0.09, 0.00, -0.01, -0.01, 0.00, 0.00, 0.00, 0.00, 0.00, 0.00, 0.00, 0.00, 0.00, 0.00, 0.00, 0.00, 0.00, 0.00, 0.00, 0.00, 0.00, 0.00, 0.00, 0.00, 0.00, 0.00, 0.00, 0.00, 0.00, 0.00, 0.00, 0.00, 0.00, 0.00, 0.00, 0.00, 0.00, 0.00, 0.00, 0.00, 0.00, 0.00, 0.00, 0.00, 0.00, 0.00, 0.00, 0.00, 0.00]
}

***

No. 3
{
  "formula": "C24H42CdCl3N4O3SSi",
  "method": "ωB97M-V/def2-TZVPD",
  "total_energy_ha": -3620.64308,
  "orbital_gap_ha": 0.2443,
  "lumo_energy_ev": 2.55,
  "fmax_ha_per_bohr": 0.042,
  "de_lowest_kj_mol": 57.87,
  "total_charge": -1,
  "homo_ev": -4.10,
  "elements": ["Cd", "Cl", "Cl", "Cl", "S", "Si", "O", "O", "O", "N", "N", "N", "N", "C", "C", "C", "C", "C", "C", "C", "C", "C", "C", "C", "C", "C", "C", "C", "C", "C", "C", "C", "C", "C", "C", "C", "C", "H", "H", "H", "H", "H", "H", "H", "H", "H", "H", "H", "H", "H", "H", "H", "H", "H", "H", "H", "H", "H", "H", "H", "H", "H", "H", "H", "H", "H", "H", "H", "H", "H", "H", "H", "H", "H", "H", "H", "H", "H", "H"],
  "positions_angstrom": [[0.8147, 1.4701, -0.6180], [1.5464, -0.7733, -3.1409], [-0.4156, 2.2419, -2.4557], [-0.1794, 3.1177, 1.1208], [3.2512, 1.1095, -0.3860], [2.7031, 0.7723, -4.0168], [1.8809, -1.3476, 0.2825], [0.8225, 0.1024, 3.3131], [-0.6075, -0.6442, -0.9443], [2.7407, 1.7822, 2.2345], [0.6851, -3.2781, 0.4238], [3.5927, 3.4160, 1.0848], [-1.1827, 0.7555, 4.2127], [-1.0002, -0.0989, 5.3741], [-2.0232, -1.1815, 1.5076], [-2.6119, -1.3910, -1.9180], [-2.5574, -0.4103, 0.4917], [4.2094, 4.1601, -0.0348], [-4.0566, -0.8863, 2.7659], [3.2258, 2.1047, 1.0006], [1.1085, -3.7282, -0.8765], [-0.2395, 0.7458, 3.2663], [-2.2662, 1.7299, 4.2291], [1.1131, -2.0851, 0.8872], [4.4403, 0.2669, -4.2297], [2.8946, 2.4851, -3.1915], [-3.7574, 0.2760, 0.6631], [-4.5129, 0.0417, 1.8200], [-2.8034, -1.4734, 2.6133], [-1.9295, -0.4443, -0.9282], [2.6375, 2.9084, 3.0313], [-2.2968, -1.1071, -3.3608], [-4.0180, -3.4212, -2.3917], [3.1588, 3.9374, 2.2942], [-0.2671, -4.0977, 1.1515], [1.6994, 0.9102, -5.6158], [-3.3729, -2.4004, -1.4928], [0.0176, -5.1487, 1.0551], [-3.0275, -1.6204, -3.9876], [4.4836, -0.5260, -4.9917], [-2.3935, -2.1974, 3.3268], [-0.2849, -3.8157, 2.2126], [2.1502, -3.4734, -1.0720], [-1.0101, -1.5929, 1.3669], [0.7745, 1.5157, -5.4951], [-1.8775, -0.7379, 5.5260], [-3.6946, -2.4651, -0.4381], [-1.2838, -3.9756, 0.7498], [1.3409, -0.0962, -5.9213], [2.1642, 2.8975, 4.0055], [2.3443, 0.8550, 2.4855], [-0.4797, 1.3735, 2.3834], [-1.2802, -1.4310, -3.6084], [3.5362, 4.1590, -0.9058], [0.7290, -1.8473, 1.9047], [-4.0648, 0.9642, -0.1311], [3.1957, 4.9905, 2.4908], [-4.1750, -4.3481, -1.8198], [3.9688, 2.6590, -2.9756], [2.2919, 2.7945, -2.3217], [-3.4237, -3.6622, -3.2919], [2.5990, 3.2044, -3.9753], [-2.1746, 0.5544, -1.3377], [-2.3566, -0.0328, -3.5618], [-2.0430, 2.5321, 4.9467], [-4.6508, -1.2026, 3.6342], [5.1647, 3.6869, -0.3062], [-3.2068, 1.2592, 4.5391], [4.8351, 1.2004, -4.6540], [-5.4385, 0.5801, 2.0220], [-0.1073, -0.7027, 5.1940], [-0.8686, 0.5161, 6.2705], [-5.0122, -3.0684, -2.7160], [2.3440, 1.3341, -6.4358], [4.9950, -0.0094, -3.3337], [4.4029, 5.1897, 0.3002], [-2.3818, 2.1709, 3.2340], [0.9675, -4.8053, -0.8887], [0.5042, -3.2435, -1.6442]],
  "mulliken_charge": [1.75, -0.10, -0.73, -0.67, -0.28, 0.52, -0.52, -0.91, -0.60, 0.19, 0.28, 0.29, 0.45, -1.10, 1.67, -0.06, -0.45, -0.67, -0.82, -0.70, -0.90, 0.73, -0.95, -0.38, -1.05, -0.85, -0.44, -0.77, -0.82, 0.06, -0.48, -1.51, -1.63, -0.36, -0.78, -1.03, 0.43, 0.36, 0.49, 0.30, 0.42, 0.29, 0.28, -0.32, 0.26, 0.32, 0.32, 0.23, 0.27, 0.42, 0.35, -0.24, 0.07, 0.24, 0.61, 0.44, 0.39, 0.38, 0.35, -0.08, 0.39, 0.45, 0.33, 0.33, 0.30, 0.37, 0.28, 0.38, 0.31, 0.37, 0.23, 0.36, 0.27, 0.29, 0.28, 0.30, 0.25, 0.35, 0.15]
}

***

No. 4
{
  "formula": "C24H42N2O9P2S2Ti",
  "method": "ωB97M-V/def2-TZVPD",
  "total_energy_ha": -4055.07429,
  "orbital_gap_ha": 0.2924,
  "lumo_energy_ev": -0.18,
  "fmax_ha_per_bohr": 0.008,
  "de_lowest_kj_mol": 133.95,
  "total_charge": 0,
  "homo_ev": -8.13,
  "elements": ["Ti", "S", "S", "P", "P", "O", "O", "O", "O", "O", "O", "O", "O", "O", "N", "N", "C", "C", "C", "C", "C", "C", "C", "C", "C", "C", "C", "C", "C", "C", "C", "C", "C", "C", "C", "C", "C", "C", "C", "C", "H", "H", "H", "H", "H", "H", "H", "H", "H", "H", "H", "H", "H", "H", "H", "H", "H", "H", "H", "H", "H", "H", "H", "H", "H", "H", "H", "H", "H", "H", "H", "H", "H", "H", "H", "H", "H", "H", "H", "H", "H", "H"],
  "positions_angstrom": [[1.4825, -0.4216, 0.4506], [3.1138, -1.4788, 4.6423], [2.9557, 2.1807, -0.7265], [-1.6529, -0.0201, 0.4192], [-0.1970, -1.0517, -2.0193], [2.8208, -0.6980, -0.7212], [0.3704, 0.1272, -1.1019], [-3.0233, -0.3174, 1.1735], [-1.5675, 1.5631, 0.3315], [-0.5156, -0.5266, 1.2600], [-0.5390, -0.3485, -3.4029], [1.4596, -1.5722, -2.3569], [1.2036, -2.1701, -0.2337], [-0.6584, -2.5971, -2.3995], [1.4760, 1.1392, 2.1062], [2.1607, -1.9246, -1.2488], [1.0886, 2.7221, 4.3371], [4.4966, 1.7458, 0.1056], [3.4487, -2.8261, 3.6338], [-1.8816, -0.7922, -1.1663], [-0.9579, -3.6756, -1.5110], [0.5893, -1.5547, -5.2287], [2.4416, -1.3504, 2.1295], [-3.0721, -0.4875, 2.6171], [2.8606, 3.8974, -0.1781], [2.4189, -0.6414, 3.3011], [3.0401, -2.6261, 2.3475], [-1.6956, 2.7464, -1.7624], [-4.4158, -1.1108, 2.9217], [0.6863, 3.1669, 3.0816], [-2.9233, 3.5176, 0.3091], [1.8522, 0.6938, 3.3231], [0.1965, -4.6617, -1.5215], [1.4212, 0.7107, -4.4157], [-2.4541, 2.3384, -0.5156], [1.6739, 1.4786, 4.4615], [0.9021, 2.3378, 1.9974], [-2.8641, 0.8435, 3.3130], [-2.2416, -4.3343, -1.9940], [0.2325, -0.2119, -4.6215], [1.0024, -1.3886, -6.2256], [-0.8266, 3.3462, -1.4826], [-4.5051, -1.2996, 3.9920], [0.2190, 4.1311, 2.9427], [3.9304, -3.6963, 4.0523], [-3.0809, -3.6389, -1.9971], [1.3257, -2.0815, -4.6254], [-2.4556, -1.7004, -1.0003], [2.1569, 0.2621, -3.7530], [-0.0230, -5.5017, -0.8593], [3.7085, 4.4654, -0.5600], [-2.2658, -1.1720, 2.8852], [-1.3381, 1.8784, -2.3146], [-0.4830, 0.2823, -5.2829], [1.9875, 1.0976, 5.4237], [-3.6420, 1.5511, 3.0185], [1.0972, 1.6567, -3.9801], [-4.5312, -2.0554, 2.3917], [0.9408, 3.3429, 5.2115], [0.6022, 2.6266, 0.9996], [-5.2221, -0.4405, 2.6192], [5.3074, 2.3834, -0.2445], [4.7143, 0.7091, -0.1398], [-3.5974, 4.1415, -0.2788], [4.3862, 1.8460, 1.1865], [-2.4967, -5.1813, -1.3545], [3.1577, -3.3692, 1.5705], [-0.2991, -2.1798, -5.3187], [0.3410, -5.0446, -2.5336], [-3.4464, 3.1826, 1.2042], [1.9439, 4.3297, -0.5782], [-1.8893, 1.2688, 3.0713], [2.8415, 3.9647, 0.9109], [-2.9176, 0.7038, 4.3939], [1.8920, 0.9159, -5.3796], [-1.0888, -3.2908, -0.4951], [1.1184, -4.1898, -1.1901], [-2.1052, -4.6996, -3.0133], [-2.4708, -0.1525, -1.8254], [-3.3152, 1.7163, -0.7788], [-2.3375, 3.3454, -2.4105], [-2.0680, 4.1251, 0.6113]],
  "mulliken_charge": [-0.53, -0.32, 0.36, 0.52, 1.75, -0.59, -0.97, -0.34, 0.51, -0.82, -0.28, -0.19, 0.10, -0.49, 0.83, -0.30, -0.67, -0.92, -0.61, -0.45, 1.20, -1.36, 0.14, 0.92, -0.98, 0.24, -0.50, -0.83, -1.55, -1.43, -1.42, 0.84, -1.50, -1.20, 0.49, -0.88, -0.82, -0.99, -1.68, 0.48, 0.55, 0.10, 0.41, 0.50, 0.49, 0.37, 0.17, 0.02, 0.14, 0.41, 0.44, 0.14, 0.04, 0.38, 0.49, 0.20, 0.24, 0.38, 0.45, 1.12, 0.32, 0.46, 0.24, 0.42, 0.18, 0.40, 0.46, 0.27, 0.31, 0.28, 0.28, 0.03, 0.22, 0.47, 0.54, 0.04, 0.27, 0.32, 0.45, 0.45, 0.53, 0.25]
}